[1]
ORCA calculation (ωB97M-V/def2-TZVPD) on an isolated molecule of C20H27NO4.

Geometry as XYZ:
```
52
Properties=species:S:1:pos:R:3:forces:R:3
H -1.9474 2.1322 -1.4690 -0.0121 -0.0495 -0.0212
H 6.8698 -1.7926 0.3188 0.1143 0.0648 0.0146
H 5.3626 -1.4060 -0.5243 0.0137 0.0834 -0.0576
H 0.6543 2.1505 1.2418 0.0498 -0.0746 -0.0590
H 5.7091 -3.5805 1.6096 -0.0825 0.1637 0.0096
H 6.1203 -2.9808 -0.7570 0.0465 -0.0501 -0.0667
C -2.1166 -1.8269 1.2428 -0.2015 -0.0171 0.1271
C -2.5595 3.8031 -0.2709 0.0955 -0.0244 -0.2804
O -3.9905 -0.6522 -2.1859 -0.6078 -0.2233 0.1474
C -1.2323 4.5456 -0.3810 -0.1263 0.0798 0.2916
C -0.2430 4.0106 0.6486 0.1168 -0.0151 -0.3195
H -3.2591 4.1746 -1.0224 -0.0646 0.0203 0.0565
N -1.2689 0.3216 0.5617 -0.0315 0.2967 -0.0340
H -3.2922 1.7745 -0.3721 -0.0169 -0.0714 -0.0384
H -1.1655 -2.3536 1.3105 -0.0582 0.0011 0.0613
H -1.3879 5.6149 -0.2254 0.0312 0.0347 -0.0788
C 2.7804 -1.2153 0.5471 0.3038 -0.0892 0.1141
H 0.4162 2.3273 -0.5138 0.1084 -0.0635 -0.0587
C -0.0278 2.5086 0.4684 -0.1643 0.0246 0.3286
C -2.6744 -0.4318 -2.2083 0.3509 0.2335 -0.3177
O -2.3432 0.1710 2.5516 -0.2313 0.0621 0.3170
H 1.5935 0.5175 0.2971 -0.0196 0.1524 0.0275
C -2.3416 2.3057 -0.4661 -0.0253 0.1050 0.2854
C 1.7302 -3.2824 -0.0235 0.2712 -0.0529 0.0840
H -4.4302 -0.1134 -2.8631 0.3277 0.0112 0.0182
H -2.8654 -3.0182 -0.3949 -0.0754 0.0236 -0.0241
H 3.6194 -0.6322 0.8926 0.1141 0.0173 0.0185
C -0.7592 -0.4089 -0.5893 0.0329 -0.1047 -0.3703
H -0.4544 0.3336 -1.3355 -0.0910 -0.1130 0.1360
H -2.7908 -2.2363 1.9957 0.0992 0.0955 -0.0007
C -1.3634 1.7792 0.5879 -0.0324 0.2720 -0.0726
H -2.9968 3.9812 0.7139 -0.0733 0.0446 0.0418
C 0.4816 -1.2245 -0.2371 0.1179 0.0095 -0.1295
H -1.3940 -2.0040 -1.8679 -0.0876 0.0709 0.0220
H 0.7128 4.5304 0.5535 -0.0007 0.0183 0.0897
C 5.9235 -2.1960 -0.0310 -0.3236 -0.1673 0.2123
O -2.1686 0.3328 -2.9895 0.0261 -0.0131 -0.1005
H -0.2604 -3.2018 -0.6993 -0.1386 -0.0414 -0.0305
C 0.5720 -2.6101 -0.3522 0.1301 0.1472 -0.0641
H -0.8234 4.4086 -1.3849 0.0286 0.0390 -0.0775
O 3.9261 -3.3728 0.7521 -0.2481 -0.1076 -0.0928
C -2.7358 -1.9628 -0.1507 0.0770 -0.1189 0.0975
C 2.8552 -2.5989 0.4374 -0.3065 -0.0447 -0.1029
H 4.9609 -1.9987 1.9086 -0.0094 -0.1155 -0.0234
C -1.9166 -0.3587 1.5440 0.0437 -0.4720 0.1730
C 1.6126 -0.5549 0.2102 -0.1655 -0.1210 -0.0667
H -1.7787 1.9943 1.5797 0.1020 -0.0002 -0.2080
C -1.8832 -1.2669 -1.2216 0.0792 0.0836 -0.0469
H -3.7285 -1.5120 -0.1251 0.0634 -0.1067 0.0089
C 5.1411 -2.7680 1.1478 0.4191 0.2010 -0.0113
H -0.6286 4.1992 1.6528 0.0220 0.0354 0.0773
H 1.7863 -4.3558 -0.1128 0.0091 -0.1339 -0.0064
```
Forces are in eV/Å.

Summary:
- net charge = 0
- maximum force (eV/Å) = 0.66
- frontier orbital gap (eV) = 9.1
- SMILES = CCOc1ccc([C@H]2[C@H](C(=O)O)CCC(=O)N2C2CCCCC2)cc1
- ΔE to the lowest compared entry with this formula, charge and spin (kJ/mol) = 53.2

[2]
ORCA calculation (ωB97M-V/def2-TZVPD) on an isolated molecule of C20H27NO4.

Geometry as XYZ:
```
52
Properties=species:S:1:pos:R:3:forces:R:3
H 1.5509 -0.0716 -1.7610 -0.0948 -0.0118 -0.0367
H 3.2914 2.0104 0.8116 -0.0242 0.0993 0.0429
H 2.2694 -0.8184 0.3384 -0.0017 0.1282 -0.0300
H 1.3571 1.5926 -1.2241 -0.0781 -0.0127 -0.0243
C -1.0388 0.1874 2.3760 0.0241 -0.0731 -0.0355
H -0.4239 2.2289 2.7883 -0.0801 0.0624 -0.0603
H 5.0044 -0.4873 0.7370 0.0544 0.0212 0.0601
H -1.0138 -0.0607 -2.2631 0.1047 0.0349 -0.0897
C -1.3061 1.6983 2.4265 -0.0672 -0.1034 -0.1073
H -4.4611 0.1143 0.2477 -0.0591 0.0734 0.0907
C 3.3761 1.0814 -1.7999 0.0061 -0.2243 -0.1078
H 0.6365 1.5471 0.9139 -0.1487 -0.0806 0.0370
O -2.7002 1.9544 -2.6302 -0.0452 0.0061 0.0869
C 2.1606 0.2685 0.2766 0.1693 0.0059 0.1542
C -2.1962 -2.3850 -0.1007 -0.1336 0.1767 -0.0163
H -1.7357 -4.4703 -0.2831 0.0084 -0.1093 -0.0291
H -1.8991 -0.3246 1.9387 0.0926 -0.0216 0.0656
H -4.5332 2.5373 -0.4056 0.0969 -0.0059 0.0352
H 0.5491 -2.6514 -0.7107 0.1376 -0.0514 0.0338
O -0.8953 2.6131 0.2355 -0.1166 0.1172 -0.1881
C 3.3828 0.9279 0.9186 0.0048 -0.3142 -0.0042
C 2.0195 0.7252 -1.1840 0.1147 0.0470 0.0366
C -1.6511 -0.5345 -1.5311 -0.1771 0.1317 0.1339
H -2.6364 -4.0412 1.1787 -0.0301 -0.0511 0.0398
C -3.5891 -0.4082 -0.1153 0.1032 0.1116 -0.2672
H -3.0957 3.5568 -0.7068 -0.0845 -0.1988 -0.0064
N 0.9642 0.5980 1.0253 0.2261 0.2241 -0.1794
O 0.4546 -1.5096 1.6399 0.0220 -0.4683 0.0576
C 4.6695 0.4303 0.2508 -0.0335 0.0288 -0.0103
O -3.0014 2.2059 0.8692 -0.3506 -0.0075 0.1986
H 3.4037 0.6998 1.9855 -0.0565 0.0740 0.0078
C -1.8620 -3.7140 0.4897 0.0560 -0.0085 0.0070
H 3.3194 0.9876 -2.8855 0.0078 0.1039 -0.0091
H -0.4059 -3.5248 -1.9061 0.0409 -0.0885 -0.0543
C -0.1461 -2.5324 -1.5415 0.0067 -0.0026 0.0377
H -0.9392 -0.1828 3.3996 0.0006 -0.0254 -0.0945
C 4.4594 0.1635 -1.2452 0.0829 0.1965 -0.0649
H 4.1537 -0.8727 -1.4009 0.0294 -0.0825 -0.0528
H -2.1388 1.8769 3.1076 0.0879 0.0286 0.0026
H -3.9795 -2.1468 1.0524 -0.0472 -0.0618 0.0657
C -2.7399 0.1885 -1.0450 0.1064 -0.6356 -0.0285
H 5.3964 0.3143 -1.7836 0.0026 -0.1088 -0.0245
C -2.9335 1.5724 -1.5102 -0.1303 0.3694 0.1930
H 5.4519 1.1785 0.3894 0.0596 -0.0428 0.0143
H 0.3440 -1.9865 -2.3433 0.0545 0.0055 -0.0576
C -3.3178 -1.6866 0.3317 -0.0477 -0.0886 -0.0608
C 0.1961 -0.3184 1.6287 -0.3244 0.2592 0.3054
C -3.4419 2.5529 -0.4405 0.0777 0.3702 -0.5124
C -1.6849 2.2279 1.0640 0.3685 0.1618 0.4403
H 3.6360 2.1169 -1.5750 0.0069 0.0803 -0.0405
C -1.3593 -1.8032 -1.0618 -0.0922 0.0354 -0.0184
H -0.9209 -3.6258 1.0328 0.0703 -0.0740 0.0643
```
Forces are in eV/Å.

Summary:
- net charge = 0
- maximum force (eV/Å) = 0.65
- frontier orbital gap (eV) = 9.5
- SMILES = Cc1ccc(C(=O)COC(=O)CCC(=O)NC2CCCCC2)cc1C
- ΔE to the lowest compared entry with this formula, charge and spin (kJ/mol) = 24.3

[3]
ORCA calculation (ωB97M-V/def2-TZVPD) on a structure of composition C20H28BrN3O5PtS.

Geometry as XYZ:
```
59
Properties=species:S:1:pos:R:3:forces:R:3
H -2.4504 0.1298 -2.3060 0.0029 0.0003 -0.0241
H 4.3743 -0.9313 -2.5095 0.0033 0.0088 -0.0128
C -0.2910 2.1328 1.0516 0.0220 0.5983 0.2330
H -4.1501 -1.1999 1.4148 0.0008 0.0107 0.0020
H 0.5523 1.5429 9.2698 0.0014 -0.0054 -0.0054
C -1.0155 -1.0364 2.9497 0.1300 0.1014 0.2073
C 0.2301 1.8844 7.1883 -0.0036 0.0162 -0.0024
C 0.2737 4.3342 0.1296 -0.0009 -0.0508 0.0213
Pt -0.2378 -0.4225 -0.4863 -0.2116 0.3239 -0.6124
C 2.4109 -0.7620 -1.9013 -0.0220 -0.0264 -0.0222
H -3.6968 -2.8686 -0.4832 -0.0142 -0.0007 0.0014
H -2.0386 1.3486 4.7110 0.0038 -0.0368 0.0072
C 0.5840 -2.1805 -2.7675 0.0081 0.0142 0.0235
O 1.3322 0.1017 2.4032 0.0743 0.0557 0.0442
C -0.1026 3.5547 1.2345 -0.0437 0.0292 -0.0012
H 4.0316 0.3032 -1.3499 0.0032 0.0066 0.0002
H -2.7543 1.2982 -0.9990 0.0031 -0.0193 -0.0026
H 2.6630 -2.3511 -3.1184 0.0039 -0.0086 0.0054
C 0.3089 2.3712 8.6015 -0.0079 -0.0063 -0.0025
N 3.7198 -0.4825 -1.8931 -0.0264 0.0164 -0.0389
H 2.3430 1.5341 7.0235 -0.0013 0.0098 0.0004
C -0.9993 1.8199 6.5197 -0.0057 0.0017 -0.0090
O -1.9165 -1.1056 0.0345 -0.0037 -0.3701 0.2600
C 0.2440 6.2098 1.6056 -0.0009 0.0015 0.0108
H -5.1081 -0.1407 0.3795 0.0096 0.0052 -0.0074
N -0.1112 5.4734 2.6528 0.0032 -0.0101 -0.0085
N 1.9785 -1.7954 -2.6337 -0.0060 -0.0358 0.0629
C 0.4478 5.6830 0.3252 -0.0063 0.0007 0.0177
H -3.1689 -2.2454 -2.0564 0.0118 -0.0193 -0.0054
C 1.3880 1.4855 6.5166 0.0043 -0.0132 -0.0182
H 0.3758 7.2715 1.7790 0.0009 -0.0009 0.0049
C -3.2211 -0.7618 -0.4838 0.0003 0.1235 -0.0736
H -0.6311 2.8078 8.9301 0.0005 -0.0006 0.0010
H -0.0247 -1.3483 -3.1206 0.0017 0.0052 -0.0323
C 1.3396 1.0281 5.2141 0.0586 0.0313 0.0348
H -1.1030 -1.4235 1.9319 -0.0214 0.1358 0.0254
C -4.0940 -0.3752 0.7025 0.0502 0.0137 0.0385
H 1.0981 3.1153 8.7083 0.0028 -0.0029 0.0020
O -0.1307 1.5623 -0.0061 0.3256 -0.3391 -0.3235
H 0.5173 -2.9803 -3.5003 -0.0134 0.0003 -0.0043
H -1.9002 2.1334 7.0303 0.0035 0.0109 -0.0022
S 0.0543 0.3489 2.9788 0.0130 -0.2712 0.0580
H 2.2389 0.7242 4.6952 -0.0151 -0.0195 -0.0004
C 0.0974 0.9752 4.5846 0.0497 0.0045 -0.1841
C -1.0823 1.3682 5.2201 -0.0265 0.0358 0.0075
H -0.5223 -1.7313 3.6329 -0.1180 -0.1020 -0.0113
O -0.7665 1.4495 2.1594 -0.3474 -0.0612 0.1428
C -3.1150 0.3844 -1.4778 -0.0387 0.0351 0.0146
C -3.7514 -2.0184 -1.1628 0.0270 -0.0243 0.0291
H 0.1810 -2.5836 -1.8275 0.0115 -0.0254 -0.0059
H -0.5828 3.6088 3.3477 -0.0212 -0.0513 0.0342
H -4.7923 -1.8800 -1.4560 0.0183 0.0160 -0.0087
H -3.6886 0.5092 1.2039 -0.0078 -0.0257 0.0004
Br 0.9483 6.8122 -1.0796 0.0042 0.0053 -0.0142
H -4.0988 0.5991 -1.8960 0.0116 -0.0019 -0.0099
O 1.6448 -0.0248 -1.2137 0.1027 -0.0006 0.2018
H 0.4234 3.8846 -0.8421 -0.0051 -0.0076 -0.0131
H -1.9883 -0.7318 3.3336 -0.0150 -0.0225 0.0268
C -0.2858 4.1752 2.4746 0.0159 -0.0585 -0.0623
```
Forces are in eV/Å.

Summary:
- net charge = +2
- maximum force (eV/Å) = 0.72
- frontier orbital gap (spin up / spin down) (eV) = 7.5 / 7.5
- ΔE to the lowest compared entry with this formula, charge and spin (kJ/mol) = 47.6

[4]
ORCA calculation (ωB97M-V/def2-TZVPD) on a structure of composition C20H28CaN4O3PS2 at a distorted geometry.

Geometry as XYZ:
```
59
Properties=species:S:1:pos:R:3:forces:R:3
H 2.9108 -1.2064 0.2775 0.0113 0.0132 -0.0257
C -3.2539 2.9271 -0.4734 0.1819 -0.1561 0.0139
C 5.3331 1.4298 1.0485 -0.0737 -0.0262 0.0606
C 4.1976 0.9978 3.5517 -0.0188 0.0261 -0.0493
C -4.0354 4.1944 -0.3630 -0.0478 0.1702 0.0331
H -3.8813 4.8018 -1.2532 -0.0236 -0.0151 0.0171
H 6.2114 0.8492 4.2646 -0.0184 0.0159 -0.0358
N -1.6549 -1.6288 -0.7200 0.1372 -0.6977 -0.0454
H -2.5161 -3.3144 -1.7117 0.0084 -0.0804 -0.0554
H -3.7291 -1.4842 -2.6955 -0.0030 0.0606 -0.0701
C 4.0898 -0.8034 -3.3864 -0.0218 0.0414 0.0056
C 3.3599 0.1731 -1.3201 0.0974 -0.2147 -0.2062
S 3.1200 3.3268 -1.1828 0.0425 0.2761 -0.2132
H -2.7993 0.2956 2.1345 0.0550 -0.0560 0.1261
H 4.4289 -0.6938 -4.4095 -0.0087 -0.0092 0.0645
H 3.8815 1.3198 -3.0555 -0.0038 -0.0218 0.0166
H -4.7693 0.1435 -1.5903 -0.0121 -0.0048 -0.0167
H -1.0300 -0.9775 2.4867 0.0465 0.0517 0.0248
H -5.0973 3.9394 -0.3170 0.0425 0.0294 -0.0141
C 6.1440 1.2320 2.1534 0.0030 0.0096 -0.0134
C -2.8116 -2.5116 -1.0375 0.0659 0.3609 0.1619
C 3.2208 -1.0959 -0.7568 0.0952 -0.0436 -0.0675
O -2.6308 2.4735 0.5577 -0.7211 1.2219 -0.2283
O 0.6537 1.0002 -2.1322 0.4369 0.1227 -0.6671
P 3.0236 1.6280 -0.3366 -0.2753 0.0298 0.2930
S 0.9855 1.1874 0.3915 0.2252 0.1735 0.0753
C -1.7393 -1.4545 1.8141 -0.2353 0.0510 -0.4115
H -2.1452 -2.3100 2.3526 -0.0507 -0.0555 0.0391
H -4.7201 -0.8350 2.4015 -0.0722 0.0228 0.1160
N -2.8213 -0.4888 1.4947 -0.0217 -0.4221 0.3187
H 3.4048 -3.2056 -1.0885 0.0347 0.0356 -0.0092
C 3.7899 0.3264 -2.6339 -0.0137 -0.1762 0.0199
C -0.9569 -1.9521 0.5477 -0.4341 0.1659 0.0279
H -5.9004 -1.2195 0.1897 -0.1396 -0.0168 -0.0106
C 3.5112 -2.2166 -1.5173 -0.0382 0.0229 -0.0172
C 3.9477 -2.0672 -2.8307 -0.0064 0.0036 -0.0096
H 7.2219 1.2543 2.0408 -0.0881 -0.0075 0.0088
H -3.7601 4.7414 0.5356 -0.0177 -0.0235 -0.0466
C 3.3771 1.1970 2.4476 0.0900 0.0126 -0.0216
C 5.5754 1.0085 3.4027 0.0389 0.0063 0.0023
H 4.1829 -2.9445 -3.4208 -0.0085 0.0318 0.0166
O -3.2523 2.2873 -1.5859 -0.4448 1.2350 0.4097
C -4.1925 -1.0615 1.4776 0.2723 0.0921 -0.2497
H -0.7628 -3.0220 0.6354 -0.0291 -0.1049 0.0372
H -0.9806 -1.6884 -1.4769 0.0391 -0.1741 0.0492
H -5.4074 0.4404 0.5215 0.0038 0.0466 -0.0565
C -3.9799 -1.7348 -1.6654 0.1618 0.0779 0.4332
C 3.9409 1.4024 1.1906 0.1907 -0.0885 0.2297
N -4.2610 -0.4659 -0.9586 -0.6999 -0.5953 -0.1481
N 0.1065 0.9961 -1.0868 0.0832 -0.0466 0.5048
H -3.1360 -2.9902 -0.1163 0.0321 -0.0095 0.0280
H 0.0139 -1.4615 0.5207 0.0340 0.0450 -0.0879
H -4.1097 -2.1439 1.4342 0.0284 -0.0704 0.0176
H 5.7794 1.6088 0.0757 -0.0320 -0.0163 0.0376
H 3.7571 0.8410 4.5285 0.0135 0.0081 -0.0475
H -4.8560 -2.3887 -1.6900 -0.0633 -0.0475 -0.0569
Ca -2.2470 0.7020 -0.5579 0.7466 -1.2105 -0.2253
H 2.3047 1.2018 2.5960 -0.0106 -0.0038 -0.0324
C -5.0366 -0.5601 0.2972 0.4163 -0.0657 -0.0497
```
Forces are in eV/Å.

Summary:
- net charge = +1
- maximum force (eV/Å) = 1.44
- frontier orbital gap (eV) = 7.8
- ΔE to the lowest compared entry with this formula, charge and spin (kJ/mol) = 37.3

Look up the ΔE to the lowest compared entry with this formula, charge and spin of the third one. 47.6 kJ/mol